The following is a DFT calculation (wB97M-V/def2-TZVPD) of a 6-piece molecular cluster, C25H64N5O7 overall in a non-equilibrium geometry.

Properties
E_HOMO in eV: -11.039
Net charge: +1
Gap between HOMO and LUMO in eV: 5.92
Molecular weight in g mol⁻¹: 546.815
F_max in hartree/bohr: 0.0327

Bonds (Å) are listed after each position.
Element x y z (Å)
1 C 0.803 0.642 -5.195  C2 1.328, H18 1.081, H19 1.079
2 C 1.265 0.881 -3.973  C1 1.328, N3 1.469, H20 1.082
3 N 0.861 2.085 -3.233  C2 1.469, C4 1.370, H21 1.018
4 C 0.475 1.932 -1.928  N3 1.370, N5 1.341, N6 1.391
5 N 1.395 2.043 -0.959  C4 1.341, H22 1.018, H23 1.010
6 N -0.867 1.681 -1.661  C4 1.391, C7 1.474, O10 1.425
7 C -1.508 2.516 -0.628  N6 1.474, N8 1.427, H24 1.093, H25 1.098
8 N -2.930 2.481 -0.739  C7 1.427, C9 1.472, H26 1.008
9 C -3.643 1.643 0.240  N8 1.472, H27 1.090, H28 1.083, H29 1.090
10 O -1.060 0.278 -1.498  N6 1.425, C11 1.429
11 C -0.446 -0.316 -0.353  O10 1.429, C12 1.532, H30 1.091, H31 1.092
12 C -0.893 -1.781 -0.355  C11 1.532, N13 1.443, H32 1.091, H33 1.090
13 N -0.713 -2.454 0.909  C12 1.443, C14 1.449, H34 1.008
14 C 0.483 -2.138 1.663  N13 1.449, C15 1.535, H35 1.093, H36 1.098
15 C 0.712 -3.136 2.806  C14 1.535, C16 1.527, O17 1.405, H37 1.092
16 C 1.670 -2.532 3.830  C15 1.527, H38 1.089, H39 1.092, H40 1.087
17 O 1.196 -4.361 2.316  C15 1.405, H41 0.965
18 H 0.305 1.418 -5.758  C1 1.081
19 H 0.916 -0.340 -5.627  C1 1.079
20 H 2.007 0.253 -3.499  C2 1.082
21 H 1.594 2.793 -3.235  N3 1.018
22 H 2.205 1.427 -0.933  N5 1.018
23 H 1.285 2.732 -0.229  N5 1.010
24 H -1.200 2.266 0.390  C7 1.093
25 H -1.143 3.532 -0.830  C7 1.098
26 H -3.173 2.219 -1.682  N8 1.008
27 H -2.967 1.173 0.953  C9 1.090
28 H -4.370 2.228 0.790  C9 1.083
29 H -4.195 0.856 -0.274  C9 1.090
30 H -0.767 0.147 0.581  C11 1.091
31 H 0.643 -0.277 -0.414  C11 1.092
32 H -0.393 -2.317 -1.164  C12 1.091
33 H -1.959 -1.764 -0.581  C12 1.090
34 H -1.540 -2.406 1.482  N13 1.008
35 H 1.361 -2.203 1.015  C14 1.093
36 H 0.444 -1.139 2.118  C14 1.098
37 H -0.247 -3.282 3.308  C15 1.092
38 H 1.374 -1.519 4.101  C16 1.089
39 H 2.678 -2.516 3.411  C16 1.092
40 H 1.679 -3.121 4.743  C16 1.087
41 H 2.066 -4.182 1.939  O17 0.965
42 C 5.707 0.179 0.755  C43 1.517, H46 1.095, H47 1.087, H48 1.090
43 C 4.428 0.282 1.565  C42 1.517, C44 1.518, O45 1.440, H49 1.091
44 C 4.469 -0.595 2.803  C43 1.518, H50 1.094, H51 1.090, H52 1.090
45 O 3.295 -0.077 0.752  C43 1.440, H53 0.964
46 H 5.860 -0.852 0.420  C42 1.095
47 H 5.662 0.815 -0.125  C42 1.087
48 H 6.571 0.478 1.348  C42 1.090
49 H 4.264 1.321 1.857  C43 1.091
50 H 4.587 -1.644 2.520  C44 1.094
51 H 3.542 -0.509 3.371  C44 1.090
52 H 5.301 -0.319 3.451  C44 1.090
53 H 3.415 -0.995 0.482  O45 0.964
54 C 4.133 -5.274 -1.540  C55 1.518, H58 1.093, H59 1.089, H60 1.090
55 C 3.305 -4.203 -0.853  C54 1.518, C56 1.522, O57 1.431, H61 1.091
56 C 3.586 -2.822 -1.428  C55 1.522, H62 1.094, H63 1.094, H64 1.091
57 O 3.553 -4.218 0.556  C55 1.431, H65 0.963
58 H 5.200 -5.080 -1.397  C54 1.093
59 H 3.915 -6.253 -1.116  C54 1.089
60 H 3.931 -5.305 -2.611  C54 1.090
61 H 2.244 -4.433 -0.961  C55 1.091
62 H 4.636 -2.552 -1.285  C56 1.094
63 H 2.973 -2.068 -0.926  C56 1.094
64 H 3.367 -2.788 -2.496  C56 1.091
65 H 4.487 -4.039 0.707  O57 0.963
66 C -8.137 1.344 0.694  C67 1.520, H70 1.094, H71 1.089, H72 1.091
67 C -7.427 1.719 1.984  C66 1.520, C68 1.520, O69 1.432, H73 1.092
68 C -8.408 2.130 3.070  C67 1.520, H74 1.093, H75 1.090, H76 1.090
69 O -6.488 2.772 1.743  C67 1.432, H77 0.963
70 H -8.704 2.197 0.309  C66 1.094
71 H -7.421 1.051 -0.072  C66 1.089
72 H -8.830 0.516 0.851  C66 1.091
73 H -6.832 0.872 2.332  C67 1.092
74 H -8.978 3.006 2.752  C68 1.093
75 H -7.880 2.394 3.987  C68 1.090
76 H -9.111 1.326 3.293  C68 1.090
77 H -6.977 3.541 1.435  O69 0.963
78 C -6.030 -2.048 -0.135  C79 1.522, H82 1.095, H83 1.090, H84 1.090
79 C -6.716 -1.812 -1.473  C78 1.522, C80 1.520, O81 1.429, H85 1.090
80 C -6.013 -2.558 -2.596  C79 1.520, H86 1.095, H87 1.089, H88 1.090
81 O -6.768 -0.414 -1.760  C79 1.429, H89 0.962
82 H -4.998 -1.682 -0.172  C78 1.095
83 H -6.544 -1.507 0.660  C78 1.090
84 H -6.009 -3.107 0.121  C78 1.090
85 H -7.755 -2.136 -1.413  C79 1.090
86 H -4.981 -2.208 -2.695  C80 1.095
87 H -6.516 -2.380 -3.546  C80 1.089
88 H -5.994 -3.632 -2.409  C80 1.090
89 H -5.862 -0.095 -1.822  O81 0.962
90 C 5.152 4.852 0.626  C91 1.521, H94 1.095, H95 1.091, H96 1.090
91 C 6.397 4.255 -0.012  C90 1.521, C92 1.519, O93 1.432, H97 1.090
92 C 7.098 5.256 -0.914  C91 1.519, H98 1.094, H99 1.089, H100 1.090
93 O 6.056 3.074 -0.747  C91 1.432, H101 0.962
94 H 4.436 5.148 -0.149  C90 1.095
95 H 4.664 4.121 1.272  C90 1.091
96 H 5.392 5.733 1.221  C90 1.090
97 H 7.082 3.924 0.768  C91 1.090
98 H 6.435 5.563 -1.729  C92 1.094
99 H 7.986 4.811 -1.360  C92 1.089
100 H 7.395 6.147 -0.362  C92 1.090
101 H 5.455 3.338 -1.450  O93 0.962